[1]
# C20H12F12N2O4Ta

A structure of composition C20H12F12N2O4Ta (ωB97M-V/def2-TZVPD, the Open Molecules 2025 dataset).

```
51
Properties=species:S:1:pos:R:3:forces:R:3:mulliken_charge:R:1
Ta -2.3282 -0.3817 0.4292 0.17 0.06 -0.71 1.803
C 3.6333 -3.5292 -2.0184 0.01 -0.01 0.01 -1.629
C 2.5527 -2.6101 -1.5313 -0.03 0.01 0.02 0.345
C 2.8073 -1.3010 -1.1538 0.03 -0.03 -0.03 -1.361
C 1.7900 -0.4700 -0.7266 -0.06 0.09 -0.04 0.170
C 0.4629 -0.8958 -0.6560 0.20 -0.09 0.04 0.241
N -0.5302 0.0460 -0.1730 -0.09 -0.19 -0.07 0.050
C -0.1398 1.4439 -0.2042 0.01 0.24 0.11 -0.816
C 0.3154 1.9748 -1.4009 -0.04 -0.01 -0.01 -0.160
C 0.7441 3.2889 -1.4680 0.00 0.02 0.01 -0.850
C 0.7278 4.1029 -0.3430 0.01 -0.01 0.00 0.498
C 1.1889 5.5305 -0.4058 -0.01 0.01 0.00 -1.651
C 0.2126 3.5788 0.8411 0.00 0.00 -0.03 -0.791
C -0.2472 2.2739 0.9218 -0.09 -0.15 0.06 -0.089
C -1.0087 1.7364 2.1356 0.13 0.20 -0.18 1.470
O -2.1327 1.0616 1.6151 0.16 -0.35 0.45 -0.780
C -1.6070 2.8308 3.0563 -0.07 -0.03 0.02 0.478
F -2.3316 2.2454 4.0118 0.01 0.00 -0.01 -0.269
F -0.6784 3.5891 3.6352 0.00 0.00 0.00 -0.222
F -2.4119 3.6166 2.3426 0.00 0.01 0.00 -0.235
C -0.1671 0.7154 2.9880 -0.03 -0.09 0.01 0.699
F 0.8939 0.2763 2.3082 0.06 -0.01 -0.07 -0.244
F 0.2617 1.2292 4.1255 0.02 0.08 0.05 -0.240
F -0.9187 -0.3664 3.2751 -0.04 0.03 0.02 -0.277
C 0.2115 -2.2535 -0.9439 -0.17 0.01 0.06 0.432
C 1.2469 -3.0633 -1.3903 0.01 -0.01 -0.02 -0.892
C -1.1168 -2.9313 -0.6209 0.26 0.02 -0.08 0.810
O -2.1329 -1.9910 -0.5105 -0.08 -0.02 0.29 -0.366
C -1.0281 -3.5254 0.8075 -0.08 0.06 0.03 0.548
F -0.9400 -2.4154 1.6390 -0.11 -0.01 0.12 -0.105
F -2.1278 -4.1693 1.1625 0.01 -0.03 0.00 -0.260
F 0.0217 -4.2764 1.0333 0.05 0.01 -0.01 -0.224
C -1.5887 -3.9812 -1.6618 -0.04 0.02 -0.02 0.606
F -1.4105 -3.5071 -2.8922 0.01 -0.02 0.01 -0.240
F -0.9170 -5.1287 -1.5341 0.02 -0.01 0.02 -0.231
F -2.8818 -4.2389 -1.4934 0.00 0.00 0.00 -0.241
H 4.5449 -2.9811 -2.2474 0.00 0.00 0.00 0.390
H 3.3165 -4.0622 -2.9147 0.01 0.00 0.00 0.392
H 3.8705 -4.2765 -1.2590 0.00 0.00 0.00 0.337
H 3.8171 -0.9125 -1.1939 0.00 0.00 0.00 0.422
H 2.0451 0.5379 -0.4391 -0.01 -0.01 0.00 0.522
H 0.3581 1.3433 -2.2789 0.00 0.00 0.01 0.602
H 1.1017 3.6818 -2.4113 0.00 0.00 0.00 0.459
H 1.9688 5.6595 -1.1544 0.00 0.00 0.00 0.422
H 1.5731 5.8645 0.5566 0.00 0.00 0.00 0.410
H 0.3586 6.1854 -0.6774 0.00 0.00 0.00 0.317
H 0.1542 4.2265 1.7028 0.00 0.01 -0.01 0.617
H 1.0433 -4.1001 -1.6179 0.01 0.00 0.00 0.620
O -4.5664 -0.4465 0.4065 0.16 0.25 -0.29 -0.410
N -4.6009 0.2165 -0.6453 -0.29 0.02 0.02 0.317
O -3.4098 0.5585 -1.0265 -0.11 -0.09 0.20 -0.395
```
Forces are in eV/Å.

Charge: +1
2S+1: 1
E_LUMO (spin up / spin down) in eV: -5.30 / -5.30
HOMO level (spin up / spin down) in hartree: -0.4412 / -0.4412
Calculated total energy in eV: -66261.5908

***

[2]
# C7H14O

A cluster of 2 separate species, C7H14O in total in a non-equilibrium geometry (ωB97M-V/def2-TZVPD, the Open Molecules 2025 dataset).

```
22
Properties=species:S:1:pos:R:3:forces:R:3:mulliken_charge:R:1
C -1.0446 -1.2502 -2.0439 0.77 1.44 0.45 -0.944
C -0.5432 -0.4565 -1.0849 -0.65 -0.92 -0.94 -0.027
C 0.2896 -0.9493 0.0574 -0.88 -0.55 0.04 -0.602
C 0.3841 0.0417 1.1784 2.01 0.04 0.63 0.340
C -0.4949 0.1480 2.1544 -1.07 -0.86 0.98 -0.990
C 1.6762 0.8574 1.2598 -1.06 1.35 -0.62 -0.683
C 2.9539 0.1257 1.6584 -0.16 -0.66 -0.44 -1.062
H -1.4625 -0.6815 -2.8648 -0.44 -0.64 -0.27 0.278
H -0.8635 -2.3137 -2.0946 -0.16 -0.07 -0.08 0.301
H -0.7875 0.5953 -1.1868 0.33 0.14 0.28 0.316
H -0.1667 -1.8676 0.4462 -0.13 0.10 -0.05 0.421
H 1.2282 -1.3161 -0.3681 0.35 0.55 0.39 0.352
H -1.3847 -0.4717 2.2565 0.03 -0.12 -0.63 0.292
H -0.3783 0.6890 3.0862 0.48 0.66 -0.40 0.320
H 1.7604 1.3646 0.2863 0.39 -0.30 -0.04 0.336
H 1.4537 1.7181 1.8983 0.22 -0.27 0.36 0.413
H 2.6700 -0.8579 2.0327 0.20 -0.05 0.25 0.311
H 3.6064 -0.0550 0.8021 -0.04 0.05 -0.01 0.291
H 3.5545 0.6304 2.4101 -0.18 0.15 0.09 0.333
O -4.0947 1.3948 -3.6422 -0.61 1.00 -0.57 -0.652
H -3.6790 0.6962 -3.1473 -0.13 -0.10 0.71 0.335
H -4.6773 1.9584 -3.0943 0.75 -0.93 -0.11 0.322
```
Forces are in eV/Å.

2S+1: 1
E_LUMO in eV: 0.89
HOMO level in hartree: -0.3451
SMILES: C=CCC(=C)CC.O
Calculated total energy in eV: -9531.6941
Relative energy (zero: lowest compared OMol25 entry of this formula, charge and spin) in kcal/mol: 47.8

***

[3]
# C5H10N2O

A cluster of 3 separate species, C5H10N2O in total in a non-equilibrium geometry (ωB97M-V/def2-TZVPD, the Open Molecules 2025 dataset).

```
18
Properties=species:S:1:pos:R:3:forces:R:3:mulliken_charge:R:1
C 0.5171 0.3722 -0.3423 3.37 -0.17 0.28 0.559
C 0.3666 1.6544 0.4342 -0.02 -0.17 0.00 -1.139
C -1.8157 -0.4332 -0.2525 -0.12 -1.05 0.65 0.221
C 0.4087 -0.8586 0.2203 -2.43 0.13 0.01 0.011
N -2.3931 0.4232 -1.1310 0.13 0.17 -0.12 -0.314
N 2.5046 0.0282 -0.1646 -0.27 0.96 -0.48 -0.874
C 0.3770 -1.9677 0.8876 -0.10 0.00 -0.29 -0.798
O -2.4524 -1.2349 0.3919 -0.02 0.19 -0.17 -0.591
H 0.5136 0.4300 -1.4246 -0.10 -0.03 0.04 0.302
H -1.8476 1.0604 -1.6818 -0.01 -0.05 0.02 0.205
H -3.3943 0.3860 -1.2919 0.17 -0.05 0.10 0.251
H 2.7717 -0.8475 -0.6132 -0.27 0.03 0.04 0.239
H 2.7784 -0.0384 0.8160 -0.28 -0.02 -0.04 0.235
H -0.5911 2.1237 0.2100 -0.01 0.01 0.00 0.402
H 0.4140 1.4672 1.5055 -0.01 -0.04 -0.04 0.286
H 1.1766 2.3265 0.1553 -0.06 -0.02 -0.05 0.388
H 1.2695 -2.4888 1.2037 0.04 0.09 0.06 0.311
H -0.6036 -2.4027 1.0773 -0.03 0.04 -0.01 0.305
```
Forces are in eV/Å.

2S+1: 1
E_LUMO (spin up / spin down) in eV: 0.54 / 0.40
HOMO level (spin up / spin down) in hartree: -0.2550 / -0.2579
Calculated total energy in eV: -10369.2555
Relative energy (zero: lowest compared OMol25 entry of this formula, charge and spin) in kcal/mol: 139.5

***

[4]
# C32H90F3N8O12

A cluster of 9 separate species, C32H90F3N8O12 in total in a non-equilibrium geometry (ωB97M-V/def2-TZVPD, the Open Molecules 2025 dataset).

```
145
Properties=species:S:1:pos:R:3:forces:R:3:mulliken_charge:R:1
C 21.1283 14.1863 23.6761 0.96 1.70 0.61 -1.267
C 20.7467 15.3147 24.6931 1.68 -0.34 0.07 -0.329
C 21.5868 16.6491 24.5514 -1.43 -0.20 -0.63 -0.303
O 20.9692 17.7138 25.2748 -2.79 -4.09 -1.54 -0.483
C 21.7898 18.6827 25.6373 1.86 2.80 1.44 -0.362
N 19.3199 15.6324 24.4393 1.13 -0.60 0.74 -0.116
H 19.1128 16.4574 24.9838 -0.69 0.69 -0.19 0.319
H 19.2501 15.6762 23.4327 -0.84 0.52 -0.34 0.370
H 18.8502 14.8148 24.8015 -0.97 -0.13 -0.08 0.383
H 21.2187 14.7222 22.7312 0.14 -0.33 -0.39 0.371
H 20.4797 13.3227 23.5293 -0.24 0.21 0.54 0.428
H 22.1218 13.8543 23.9773 -0.04 -0.27 -0.28 0.358
H 20.8326 14.9770 25.7259 -0.16 -0.03 0.01 0.401
H 21.5016 16.9624 23.5109 0.43 -0.21 -0.50 0.096
H 22.6385 16.5437 24.8176 -0.05 -0.36 0.19 0.549
H 22.6300 18.2142 26.1498 0.34 0.71 0.59 0.334
H 21.1919 19.3803 26.2239 0.44 -0.12 0.65 0.193
H 22.1713 19.3465 24.8615 0.20 -0.23 -0.76 0.014
C 26.7148 24.3849 17.9278 0.08 -0.36 0.62 -1.275
C 25.6451 23.6048 18.6719 0.18 0.13 0.86 0.191
C 25.3314 24.1615 20.0844 -0.58 -0.37 -0.27 -0.715
O 24.4697 23.2642 20.7395 0.79 -2.42 -0.20 -0.302
C 24.0370 23.6486 22.0262 -0.80 0.86 -0.26 -1.400
N 24.3588 23.3931 17.8771 -0.42 -0.28 0.55 -0.234
H 24.4739 23.4209 16.8741 0.29 0.29 -0.59 0.386
H 23.9996 22.4733 18.0895 0.06 -0.65 0.01 0.332
H 23.5593 23.9550 18.1324 -0.06 1.04 0.04 0.331
H 27.6652 24.0876 18.3710 0.08 -0.17 -0.07 0.389
H 26.6892 25.4584 18.1147 -0.43 0.04 -0.67 0.343
H 26.7399 24.0341 16.8961 0.13 0.62 -0.15 0.420
H 25.9822 22.5718 18.7576 0.20 0.05 0.28 0.135
H 24.7672 25.0941 20.0817 0.50 0.64 -0.50 0.476
H 26.2460 24.2624 20.6687 0.28 0.28 -0.30 0.375
H 23.4916 22.8383 22.5102 -0.30 0.03 -0.39 0.314
H 23.4090 24.4991 21.7609 -0.47 0.23 1.17 0.607
H 24.7819 23.9402 22.7666 0.59 0.15 -0.38 0.574
C 23.5576 18.2423 33.7727 -0.21 0.33 0.23 -1.272
C 22.8390 18.2442 32.4176 -0.11 0.62 -1.77 -0.285
C 22.7807 19.5170 31.5290 -0.54 0.14 1.02 -0.368
O 22.0058 19.3198 30.3460 0.47 -0.01 -1.04 -0.395
C 21.9990 20.5206 29.5509 -0.67 0.41 -0.06 -0.419
N 23.5823 17.2471 31.5546 -1.54 0.89 0.99 0.060
H 23.4670 16.4226 32.1264 1.34 -0.91 -0.47 0.386
H 23.1522 17.1377 30.6474 -0.11 -0.13 -0.29 0.328
H 24.4937 17.6689 31.4470 1.96 -1.27 -0.18 -0.076
H 24.6297 18.4379 33.7983 0.12 0.10 -0.86 0.324
H 23.4823 17.2426 34.2005 -0.30 0.02 0.15 0.476
H 23.1609 18.9675 34.4832 -0.45 -0.17 -0.13 0.378
H 21.8194 17.8592 32.4302 -0.08 0.08 0.63 0.376
H 23.7903 19.8333 31.2669 0.17 0.24 0.12 0.266
H 22.2149 20.2753 32.0703 0.57 0.33 0.46 0.513
H 21.0970 20.6442 28.9516 -0.75 -0.58 0.61 0.336
H 22.6942 20.6674 28.7243 1.03 -0.70 0.57 -0.036
H 22.0546 21.3835 30.2145 0.06 0.13 0.04 0.253
C 25.5122 19.9624 24.4876 0.53 0.37 -0.75 -1.413
C 25.5946 19.4872 23.0163 -1.09 -0.27 0.17 0.407
C 24.3454 18.7288 22.4979 0.01 0.71 -0.96 -0.742
O 24.5773 18.3632 21.1269 1.12 0.26 2.13 -0.426
C 23.4243 17.9360 20.4697 0.05 -0.38 -1.01 -0.625
N 25.8656 20.6416 22.0224 0.70 -0.31 0.75 0.012
H 26.8528 20.8340 22.1137 0.57 0.19 -0.08 0.461
H 25.7090 20.3729 21.0614 -0.27 -0.66 -0.43 0.411
H 25.4087 21.5325 22.1547 -0.69 0.20 0.42 -0.055
H 25.5428 19.0958 25.1481 -0.45 0.00 -0.08 0.422
H 24.6978 20.6564 24.6960 -0.48 -0.42 -0.01 0.198
H 26.3955 20.5260 24.7879 0.36 -0.05 -0.30 0.550
H 26.4682 18.8508 22.8753 -0.08 -0.10 0.00 0.321
H 23.4376 19.3315 22.4703 -0.02 0.80 0.37 0.439
H 24.0384 17.9091 23.1474 0.69 -0.45 -0.02 0.340
H 22.7466 17.3298 21.0708 0.06 0.04 0.26 0.153
H 23.8152 17.3057 19.6710 -0.48 0.08 -0.23 0.328
H 22.9125 18.8126 20.0724 -0.39 -0.10 -0.14 0.286
C 25.5639 26.4149 25.5780 -0.67 -0.34 -1.27 -1.267
C 25.3199 25.8504 26.9660 1.49 2.32 -1.24 1.146
C 26.2466 24.6351 27.2925 -2.58 1.54 0.56 -0.665
O 27.5599 25.0291 27.3861 -0.56 1.34 -1.72 -0.384
C 28.3190 24.0454 27.9956 0.11 -1.58 2.48 -0.754
N 25.6712 27.0510 27.8912 0.71 -1.58 0.43 -0.178
H 25.0197 27.8214 27.9383 -0.39 0.12 -0.11 0.318
H 25.7927 26.6076 28.7905 0.04 0.42 0.91 0.351
H 26.5789 27.4239 27.6525 0.60 0.16 -0.24 0.371
H 25.5349 25.5812 24.8764 -0.24 0.01 -0.07 -0.020
H 26.4885 26.9351 25.3275 0.38 -0.18 0.84 0.438
H 24.7835 27.1167 25.2837 -0.21 -0.06 0.01 0.494
H 24.2464 25.7887 27.1442 0.17 -1.16 -0.16 -0.644
H 25.9818 23.8913 26.5410 0.38 -0.29 -0.09 0.355
H 25.7915 24.3419 28.2385 0.58 -0.89 0.60 0.566
H 27.9236 23.0487 27.7995 0.38 -0.20 -0.73 0.258
H 28.0804 24.1308 29.0557 0.45 -0.02 0.50 0.333
H 29.4044 24.0953 27.9084 -0.31 0.40 -0.64 0.324
C 20.3150 24.2090 29.5732 0.38 -0.24 0.56 -1.393
C 20.1608 25.4921 28.8034 -1.06 0.79 0.81 1.109
C 19.3122 26.5585 29.5822 -0.41 -0.36 -0.16 -0.958
O 19.0994 27.7499 28.8728 1.02 -0.95 -0.82 -0.360
C 18.7309 28.8518 29.6552 -0.49 2.20 -0.44 -0.807
N 21.4582 26.1111 28.4445 1.46 -0.45 -0.92 0.003
H 21.3371 27.0392 28.0650 -0.31 0.56 -0.14 0.441
H 22.2900 26.0948 29.0171 -0.44 0.29 1.76 0.431
H 21.8498 25.4940 27.7474 -0.01 -0.54 -1.52 -0.008
H 20.9546 23.4425 29.1355 -0.07 0.23 -0.65 0.210
H 19.3211 23.7758 29.6857 0.09 0.02 0.30 0.437
H 20.7829 24.3949 30.5399 -0.42 0.10 0.32 0.469
H 19.7761 25.2479 27.8132 -0.52 0.32 0.11 -0.446
H 19.7802 26.8240 30.5302 0.27 -0.45 0.27 0.486
H 18.3247 26.1408 29.7786 0.07 -0.48 0.30 0.448
H 17.8226 28.7970 30.2553 -0.03 -0.82 0.01 0.342
H 18.5221 29.6268 28.9178 -0.15 0.03 -0.01 0.279
H 19.5084 29.3157 30.2622 0.46 -0.66 0.24 0.349
C 16.3019 25.1619 21.9788 0.32 0.36 -1.39 -1.431
C 16.9834 24.0595 22.7054 0.50 -0.52 -0.25 0.201
C 18.2498 24.4416 23.5078 -1.05 1.11 0.06 -0.820
O 18.6515 23.3886 24.2896 0.12 -1.09 0.33 -0.348
C 19.8096 23.6732 25.0592 -0.04 -0.35 0.19 -0.531
N 15.9493 23.5238 23.6933 1.61 -0.10 0.85 -0.241
H 14.9603 23.5705 23.4937 -0.36 0.14 -0.77 0.362
H 16.2141 22.5760 23.9206 -0.15 -0.49 0.33 0.342
H 16.1141 24.0753 24.5233 -0.30 0.13 0.76 0.334
H 16.8517 25.3954 21.0671 0.25 0.23 0.12 0.386
H 16.1963 26.0818 22.5538 -0.23 -0.13 0.06 0.384
H 15.3639 24.7889 21.5674 -0.28 0.28 0.29 0.441
H 17.2330 23.2091 22.0708 -0.20 0.08 -0.20 0.319
H 17.9407 25.2822 24.1292 -0.15 0.42 0.49 0.376
H 19.1031 24.8587 22.9730 -0.26 -0.19 -0.98 0.457
H 19.9933 22.7807 25.6574 0.09 0.28 0.11 0.232
H 19.6517 24.5575 25.6766 -0.15 -0.01 0.25 0.269
H 20.6907 23.8836 24.4530 0.01 -0.10 -0.35 0.257
N 22.9540 22.9378 26.0754 -2.77 -2.85 1.91 0.639
O 22.7892 21.6935 26.2671 0.61 1.23 -0.28 -0.398
O 22.3280 23.7232 26.8258 -0.13 1.05 0.99 -0.637
O 23.5698 23.3599 25.1482 2.27 1.11 -2.50 -0.576
C 27.3103 17.9039 30.9021 -2.98 -3.00 2.65 -0.225
O 26.3990 18.1826 29.8572 0.05 2.86 -2.20 -0.200
O 26.7274 16.7237 31.3703 2.05 1.33 -0.26 -0.882
C 28.8289 17.9723 30.5026 0.14 -2.07 1.96 0.752
F 29.1220 19.0291 29.7827 0.02 1.72 -1.17 -0.260
F 29.6809 17.9890 31.5599 -0.92 0.84 0.66 -0.297
F 29.2657 16.9059 29.8638 -0.59 -0.90 -1.47 -0.281
C 26.2164 19.5492 29.3906 -0.06 -1.45 0.00 -0.809
C 25.0482 19.3234 28.4797 0.09 0.99 -1.01 0.016
H 24.1717 18.9554 29.0130 0.20 -0.29 -0.05 -0.067
H 24.7524 20.2629 28.0129 -0.16 0.20 -0.28 0.105
H 25.3842 18.6453 27.6952 -0.36 -0.26 0.03 0.213
H 27.0947 19.9731 28.9038 0.14 -0.30 -0.39 0.492
H 25.9489 20.3282 30.1046 -0.05 -0.31 1.03 0.242
H 27.0086 18.6269 31.6600 1.35 1.17 0.39 0.297
```
Forces are in eV/Å.

Charge: +5
2S+1: 1
E_LUMO in eV: -10.13
HOMO level in hartree: -0.4823
Calculated total energy in eV: -79227.1882
Relative energy (zero: lowest compared OMol25 entry of this formula, charge and spin) in kcal/mol: 26.7